Record 1
A molecular structure, C27H30FN4O5STl. Source: OMol25; level of theory: the ωB97M-V functional and the def2-TZVPD basis.

- net charge = +2
- ΔE to the lowest compared entry with this formula, charge and spin (kJ/mol) = 0.0
- Kohn-Sham gap (eV) = 8.275
- multiplicity = 1
- LUMO energy (eV) = -5.3

```
69
Properties=species:S:1:pos:R:3:forces:R:3:lowdin_charge:R:1
Tl -2.37968 1.87113 1.02529 -0.121 -0.332 0.429 1.16
F 3.62454 -0.97950 -0.78676 0.000 0.017 0.016 0.08
C 2.40071 -1.50154 -0.98653 0.017 -0.014 0.002 -0.18
C 1.31685 -0.72673 -0.70752 0.005 -0.020 -0.021 0.10
C 0.02442 -1.24491 -0.85515 -0.008 -0.045 -0.014 -0.04
C -1.12920 -0.42866 -0.51956 0.129 0.257 -0.068 -0.26
O -0.89085 0.77132 -0.14166 0.001 -0.058 0.107 -0.09
C -2.39788 -1.02386 -0.65844 -0.052 -0.187 -0.017 -0.01
C -2.45211 -2.32425 -1.11745 0.012 0.009 -0.014 0.07
N -1.40160 -3.07227 -1.45245 -0.059 -0.011 -0.028 0.03
C -1.61368 -4.43589 -1.91477 0.005 0.025 0.002 -0.25
C -2.73000 -4.70622 -2.87319 0.061 0.004 0.036 -0.06
C -1.30860 -4.76958 -3.34708 -0.044 -0.020 0.061 -0.09
C -0.11970 -2.56146 -1.30633 0.025 0.012 0.037 -0.10
C 1.00739 -3.33619 -1.60407 -0.003 0.045 -0.018 0.07
C 2.28692 -2.83094 -1.44546 -0.015 0.021 -0.002 -0.12
N 3.39958 -3.63456 -1.75292 -0.021 -0.051 -0.007 -0.09
C 3.45190 -5.00350 -1.26055 -0.011 -0.036 0.031 -0.12
C 3.91258 -5.91688 -2.40047 0.116 0.026 -0.113 -0.06
N 4.79946 -5.10113 -3.31547 -0.038 0.011 0.021 0.06
C 5.64755 -4.14920 -2.51969 -0.019 -0.133 -0.090 -0.07
C 4.73557 -3.06856 -1.92686 0.062 0.021 -0.007 -0.12
C -3.77358 -0.42016 -0.42536 -0.066 -0.095 -0.119 -0.55
O -4.73775 -1.08506 -0.70864 0.001 0.059 0.021 0.12
O -3.88303 0.80035 0.04166 0.153 0.257 0.081 -0.11
H 1.45914 0.28139 -0.34566 -0.012 0.003 0.001 0.15
H -3.42643 -2.77770 -1.23450 -0.009 0.002 0.010 0.15
H -1.40655 -5.17298 -1.14911 0.009 -0.008 -0.012 0.16
H -3.32232 -3.86906 -3.21443 -0.023 -0.015 -0.002 0.12
H -3.27492 -5.62772 -2.73370 -0.024 0.011 -0.018 0.12
H -0.97122 -3.95863 -3.97844 0.016 -0.015 -0.014 0.12
H -0.87594 -5.73914 -3.55100 0.017 0.015 -0.035 0.11
H 0.86827 -4.33412 -1.99148 0.014 -0.009 0.004 0.11
H 2.47765 -5.32916 -0.90995 -0.010 0.010 0.000 0.13
H 4.13463 -5.08253 -0.40718 0.006 0.012 -0.004 0.14
H 3.09161 -6.28567 -3.01182 -0.033 0.007 0.040 0.14
H 4.50421 -6.75996 -2.04891 -0.033 -0.006 0.037 0.14
H 4.20498 -4.55976 -3.94536 0.005 0.013 0.002 0.19
H 5.37639 -5.71308 -3.89281 0.010 -0.012 0.012 0.19
H 6.40663 -3.73019 -3.17539 -0.007 0.043 0.018 0.14
H 6.14078 -4.75596 -1.76267 0.010 0.051 0.031 0.14
H 4.67798 -2.22009 -2.60660 -0.010 0.005 0.013 0.14
H 5.19173 -2.72216 -0.99641 -0.016 -0.007 0.008 0.14
O -2.33444 2.73868 5.34933 -0.029 -0.017 -0.106 -0.44
S -2.77400 2.70521 3.98116 0.018 0.115 0.084 0.78
N -1.90081 1.87285 3.06901 0.010 0.061 -0.339 -0.45
C -0.62434 6.37783 5.62360 0.009 0.007 0.008 -0.02
C -1.04458 6.05353 4.22447 0.010 -0.002 0.007 -0.23
C -0.28963 5.19036 3.43540 -0.040 -0.009 0.030 0.00
C -0.70026 4.80866 2.17055 -0.108 -0.003 -0.059 -0.22
C 0.20097 3.90433 1.37124 0.102 0.005 0.004 -0.04
C -1.90804 5.34723 1.67245 -0.032 0.226 0.158 -0.14
C -2.47034 4.96195 0.40980 -0.094 -0.411 -0.261 -0.12
O -2.48028 3.81002 -0.07393 0.090 0.184 -0.005 -0.05
C -2.64296 6.30814 2.41921 0.125 -0.083 -0.006 -0.19
C -3.89267 6.95290 1.88237 -0.059 0.024 0.019 -0.02
C -2.20890 6.61197 3.69358 0.004 -0.030 -0.009 0.02
H 0.39721 6.05999 5.82037 0.001 0.004 -0.002 0.09
H -1.27960 5.86176 6.32896 0.005 0.013 0.009 0.10
H -0.70514 7.44702 5.81857 -0.012 -0.007 0.011 0.09
H 0.64466 4.80419 3.82541 0.004 -0.011 -0.011 0.14
H 1.23749 4.20685 1.52182 -0.013 0.021 -0.004 0.10
H 0.00727 3.92726 0.30062 -0.041 -0.033 0.007 0.09
H 0.14472 2.87335 1.73515 -0.022 -0.013 -0.019 0.06
H -2.97594 5.70986 -0.20819 -0.004 0.102 0.102 0.15
H -4.65535 6.22498 1.60295 0.018 -0.014 -0.009 0.09
H -3.67861 7.56921 1.00661 0.004 -0.009 -0.009 0.10
H -4.32921 7.60192 2.63790 0.011 0.014 -0.012 0.09
H -2.78365 7.30475 4.29645 0.003 0.009 -0.007 0.13
```
Forces are in eV/Å.

Record 2
A single C27H30N2O4 molecule. Source: OMol25; level of theory: the ωB97M-V functional and the def2-TZVPD basis.

- ΔE to the lowest compared entry with this formula, charge and spin (kJ/mol) = 0.0
- Kohn-Sham gap (eV) = 8.575
- multiplicity = 1
- structure (SMILES) = Cc1c(OCC(=O)NC2CCN(Cc3ccccc3)CC2)ccc2c3c(c(=O)oc12)CCC3
- LUMO energy (eV) = 0.2

```
63
Properties=species:S:1:pos:R:3:forces:R:3:lowdin_charge:R:1
C 0.13830 0.10553 1.53576 0.083 -0.061 0.018 0.00
C 1.06961 -0.88151 0.90367 -0.030 0.070 0.065 -0.09
C 0.63564 -2.17801 0.61069 0.477 0.308 -0.090 -0.20
O -0.66711 -2.42586 0.91631 0.176 0.106 0.069 -0.06
C -1.33475 -3.54317 0.37422 -0.286 -0.429 -0.173 -0.07
C -2.82052 -3.20944 0.14508 0.616 0.067 0.190 -0.46
O -3.61554 -4.07542 -0.14986 -0.108 -0.351 -0.126 0.07
N -3.10411 -1.90801 0.27368 0.095 0.623 0.141 0.12
C -4.39867 -1.32916 -0.01496 -0.421 -0.120 -0.140 -0.30
C -4.76905 -0.27377 1.02745 0.185 -0.005 -0.014 -0.11
C -3.90955 0.98360 0.88848 -0.248 -0.124 0.093 -0.19
N -4.01816 1.51502 -0.45431 -0.049 0.047 -0.002 -0.15
C -3.48142 2.86097 -0.60240 -0.030 -0.011 0.002 -0.15
C -2.00575 3.01552 -0.31007 -0.078 0.012 0.003 -0.22
C -1.05156 2.73632 -1.28234 -0.036 -0.005 0.010 -0.05
C 0.29925 2.86158 -1.00479 0.080 -0.027 -0.069 -0.08
C 0.72051 3.27983 0.24610 0.039 0.061 0.029 -0.09
C -0.22264 3.56273 1.21998 0.049 0.053 0.061 -0.08
C -1.57239 3.42585 0.94547 -0.024 -0.012 -0.049 -0.05
C -3.53119 0.56498 -1.43220 -0.240 -0.186 -0.145 -0.20
C -4.40857 -0.68462 -1.40537 0.183 -0.023 0.072 -0.11
C 1.51039 -3.11393 0.05514 -0.358 -0.210 0.065 0.00
C 2.80555 -2.75644 -0.24043 0.081 0.390 0.068 -0.01
C 3.26245 -1.45943 0.00220 -0.410 0.132 0.180 -0.10
C 4.57792 -0.98300 -0.28593 0.237 0.671 0.150 -0.10
C 4.91604 0.30644 -0.04482 0.057 -0.689 -0.114 -0.09
C 3.98604 1.25566 0.51733 0.182 0.419 0.007 -0.39
O 4.18963 2.42578 0.73738 -0.065 -0.358 -0.071 0.12
O 2.74709 0.75148 0.82972 -0.131 0.173 0.134 0.12
C 2.37789 -0.52625 0.57903 -0.204 -1.018 -0.268 -0.13
C 6.32571 0.60357 -0.45152 0.006 0.201 0.015 -0.11
C 6.92330 -0.79648 -0.68014 0.001 0.033 -0.009 -0.16
C 5.72271 -1.73890 -0.88755 0.049 -0.036 -0.027 -0.11
H -0.50573 -0.39530 2.25493 -0.070 0.041 0.048 0.09
H -0.48239 0.57960 0.77490 -0.120 0.114 -0.025 0.07
H 0.70376 0.88782 2.03198 -0.075 0.051 0.032 0.08
H -1.26701 -4.40875 1.04390 -0.034 0.130 -0.102 0.15
H -0.92409 -3.82645 -0.60208 -0.034 0.063 0.104 0.14
H -2.34938 -1.28388 0.51728 0.027 -0.183 0.008 0.12
H -5.11167 -2.16037 0.00978 0.094 0.171 0.013 0.15
H -5.81368 0.00010 0.87835 -0.040 0.025 0.021 0.12
H -4.65832 -0.68447 2.03216 -0.039 -0.040 0.022 0.12
H -4.27345 1.74205 1.58608 0.100 -0.017 0.047 0.12
H -2.86222 0.75820 1.16140 -0.013 0.082 0.035 0.11
H -3.68680 3.17421 -1.63029 -0.007 0.052 0.068 0.12
H -4.05396 3.50665 0.07040 0.046 0.039 -0.077 0.12
H -1.36927 2.43350 -2.27063 -0.041 -0.027 -0.095 0.11
H 1.02706 2.64064 -1.77239 0.071 -0.008 -0.065 0.11
H 1.77327 3.38051 0.46053 0.119 -0.005 0.030 0.09
H 0.09473 3.89449 2.19777 0.042 0.026 0.089 0.11
H -2.30158 3.65427 1.71067 -0.090 0.031 0.072 0.11
H -3.59416 1.02699 -2.42055 0.101 -0.017 0.008 0.12
H -2.47590 0.28479 -1.25554 -0.014 0.056 -0.064 0.12
H -5.43208 -0.40085 -1.65046 -0.046 0.022 -0.060 0.12
H -4.05916 -1.40376 -2.14750 -0.027 -0.051 -0.010 0.12
H 1.18199 -4.12382 -0.13299 -0.043 -0.087 -0.018 0.11
H 3.47911 -3.48143 -0.66939 0.077 -0.090 -0.052 0.12
H 6.32639 1.20066 -1.36701 0.065 0.067 0.005 0.12
H 6.85620 1.17379 0.31007 0.045 0.053 -0.046 0.12
H 7.47699 -1.10495 0.20704 0.017 -0.006 -0.016 0.11
H 7.60671 -0.81523 -1.52648 0.065 -0.033 0.035 0.11
H 5.52626 -1.91131 -1.94923 -0.027 -0.084 -0.022 0.13
H 5.87137 -2.70916 -0.41370 -0.029 -0.073 -0.058 0.12
```
Forces are in eV/Å.

Record 3
2 unconnected molecules or ions with the total composition C27H30N2OS. Source: OMol25; level of theory: the ωB97M-V functional and the def2-TZVPD basis.

- ΔE to the lowest compared entry with this formula, charge and spin (kJ/mol) = 460.0
- Kohn-Sham gap (eV) = 5.897
- multiplicity = 1
- LUMO energy (eV) = -0.8

```
61
Properties=species:S:1:pos:R:3:forces:R:3:lowdin_charge:R:1
C -5.83838 1.68295 0.42200 0.994 0.180 0.513 -0.07
N -4.74827 2.17368 1.26878 -0.206 0.018 0.109 -0.24
C -5.08259 3.33788 2.09638 0.535 -0.867 -0.554 -0.07
C -3.43676 1.61547 1.21642 0.023 0.055 -0.073 -0.23
C -2.48078 2.09502 0.29860 -1.275 -0.085 0.650 0.00
C -1.21915 1.57772 0.26654 0.799 -0.908 0.347 -0.04
C -0.83780 0.53409 1.13928 -1.160 0.510 0.019 -0.21
C 0.51344 0.03513 1.18615 1.795 0.939 0.087 0.04
C 1.64938 0.82962 1.14888 -1.891 -1.256 0.128 -0.20
C 2.95306 0.23975 1.13633 0.843 0.512 0.142 0.01
C 4.07800 0.98842 1.17856 -0.859 -1.122 -0.036 -0.19
C 5.41862 0.35999 1.17038 0.756 -0.017 -0.009 -0.04
C 3.98646 2.43851 1.24498 0.819 0.623 -0.131 -0.33
O 4.99966 3.13224 1.27573 -0.084 -0.082 0.041 0.07
C 2.66498 3.04345 1.28167 -1.213 -0.495 -0.071 -0.18
C 2.55472 4.51672 1.38527 0.250 0.696 0.099 -0.04
C 1.56718 2.25658 1.23662 0.714 0.799 -0.024 0.02
C -1.81360 0.02357 2.02150 1.225 0.055 -0.575 -0.03
C -3.06616 0.56018 2.07318 -0.890 0.955 -0.472 -0.01
H -5.49649 0.84515 -0.18188 0.035 -0.012 0.003 0.09
H -6.66880 1.34967 1.04138 -0.281 -0.069 0.023 0.07
H -6.18010 2.47419 -0.24234 -0.209 0.110 -0.202 0.07
H -4.21406 3.66358 2.66474 0.046 -0.043 -0.012 0.08
H -5.41305 4.16154 1.46672 -0.123 0.272 -0.049 0.07
H -5.87784 3.08293 2.79426 -0.198 0.065 0.177 0.07
H -2.76948 2.88190 -0.37612 -0.065 0.188 -0.155 0.12
H -0.50284 1.95263 -0.44542 0.116 -0.004 -0.154 0.12
H 0.64375 -1.02397 1.35012 0.086 -0.247 -0.182 0.10
H 3.03314 -0.83169 1.09392 -0.039 -0.389 -0.045 0.12
H 6.19150 1.12817 1.21345 -0.052 -0.090 -0.010 0.08
H 5.54874 -0.29855 2.02992 0.008 -0.053 -0.008 0.09
H 5.57501 -0.22621 0.26410 0.008 -0.047 0.002 0.08
H 3.54846 4.96519 1.41818 -0.105 -0.026 -0.001 0.08
H 2.02496 4.93387 0.52783 -0.038 0.002 0.014 0.09
H 2.02110 4.81042 2.29019 -0.047 0.019 -0.011 0.09
H 0.59754 2.71281 1.32167 -0.170 0.114 0.031 0.11
H -1.53479 -0.76373 2.69997 0.065 -0.247 0.175 0.11
H -3.78732 0.20551 2.78876 -0.205 -0.114 0.114 0.11
C -0.14460 -5.58370 -1.39641 -0.602 -0.785 -0.015 -0.27
S -0.52395 -4.12817 -0.37798 3.275 0.447 -0.888 1.03
C 0.28369 -4.75927 1.10813 -0.289 -0.043 0.432 -0.28
C 0.85501 -3.11988 -0.93366 -1.015 -0.427 1.269 -0.37
C 0.78276 -2.33360 -2.06971 -0.747 0.393 -0.523 -0.34
C 1.90899 -1.59874 -2.52742 -0.394 -0.250 0.131 -0.05
C 1.82111 -0.81895 -3.64417 -0.205 0.052 -0.184 -0.04
C 0.62116 -0.71744 -4.36335 0.036 -0.857 1.143 -0.27
C 0.52734 0.09671 -5.48468 -0.196 1.820 -2.562 -0.23
N 0.44108 0.78047 -6.42525 0.116 -0.907 1.255 0.13
C -0.49146 -1.44932 -3.92858 0.090 0.247 -0.237 -0.04
C -0.41992 -2.23760 -2.81723 0.548 0.057 0.044 -0.08
H -0.44023 -5.40086 -2.42658 -0.087 0.232 0.046 0.06
H 0.92179 -5.79245 -1.37241 0.049 0.345 0.174 0.06
H -0.67823 -6.45365 -1.02281 -0.255 -0.152 -0.008 0.05
H 0.28024 -3.98887 1.87540 -0.082 0.095 -0.086 0.05
H -0.25298 -5.62946 1.47812 -0.164 0.015 -0.066 0.06
H 1.30929 -5.04927 0.89518 -0.019 0.123 -0.265 0.06
H 1.77448 -3.16602 -0.38321 0.011 -0.459 0.486 0.06
H 2.83249 -1.66712 -1.97886 0.228 0.012 0.110 0.10
H 2.67974 -0.27289 -3.99302 0.206 0.155 -0.039 0.12
H -1.40803 -1.38033 -4.49005 -0.191 0.025 -0.092 0.12
H -1.28122 -2.79394 -2.48811 -0.317 -0.077 -0.025 0.08
```
Forces are in eV/Å.

no.,F_max (eV Å⁻¹)
1,0.56
2,1.07
3,3.42